[1]
Here is C32H22N6PPtS2 as an isolated structure from OMol25. Energies are from ωB97M-V with the def2-TZVPD basis set.

XYZ file:
```
64
Properties=species:S:1:pos:R:3
Pt -0.2504 0.0140 -0.0564
S 2.1369 0.6182 -0.1180
S -0.0976 -0.0263 -2.3766
P -0.4965 0.0389 2.2343
N -2.7646 1.2939 -0.5128
N 3.7423 -3.4159 -5.7952
N -0.2676 3.3359 -1.7041
N -2.6123 3.5663 -1.5287
N 6.5049 -2.7265 -2.8297
N -1.3505 5.2454 -2.4219
C -2.6295 1.8816 2.7017
C 3.7821 -0.9215 -1.6407
C 1.0072 1.3699 5.8407
C 5.4438 -2.2834 -2.7946
C 3.1718 -1.9818 -3.7206
C -1.8316 -1.1262 2.5541
C 1.8664 0.3378 6.1838
C -1.4225 3.9969 -1.8611
C 2.0082 -0.7529 5.3352
C 3.4911 -2.7847 -4.8662
C -0.6160 2.7739 1.7482
C -1.1588 4.0488 1.7920
C 4.1225 -1.7205 -2.7238
C -3.1186 -3.1887 -0.8505
C -2.4434 4.2444 2.2834
C 1.5388 -0.6680 -2.4941
C -3.3822 -2.3790 3.8991
C 1.2842 -0.8041 4.1558
C -2.2507 -1.7976 1.3781
C 0.3982 0.2222 3.8133
C -3.8218 -3.0359 2.7820
C 2.5045 -0.3737 -1.5013
C 0.2801 1.3218 4.6565
C 1.8927 -1.4486 -3.5865
C -1.3451 1.6783 2.2127
C -2.3630 -1.4117 3.7847
C -1.6204 -1.5115 0.1174
C -2.0845 -2.2307 -0.9616
C -3.2744 -2.7711 1.5025
C -3.1799 3.1566 2.7282
C -3.7122 -3.4591 0.3475
C -2.6772 2.3443 -0.9961
H 4.5214 -0.7235 -0.8756
H 1.1526 -1.6521 -4.3497
H -0.3841 2.1366 4.4060
H -2.0094 -0.8938 4.6697
H 1.3989 -1.6528 3.4906
H 2.4292 0.3842 7.1081
H -4.5101 -4.1882 0.4334
H -3.8039 -2.6040 4.8710
H -0.2568 2.3438 -1.4770
H 0.8982 2.2258 6.4954
H -4.5972 -3.7904 2.8630
H -2.1749 5.8056 -2.2911
H -0.4709 5.7288 -2.3960
H -1.6528 -2.0539 -1.9375
H 0.3864 2.6279 1.3615
H 2.6885 -1.5566 5.5866
H -3.2123 1.0365 3.0461
H -4.1865 3.2991 3.1021
H -2.8684 5.2401 2.3179
H -0.5781 4.8903 1.4329
H -3.4510 -3.7060 -1.7440
H 0.5778 3.6909 -2.1141
```

Summary:
* energy above the lowest of the compared OMol25 structures with the same formula, charge and spin: 2.233 eV
* frontier orbital gap: 6.4 eV
* LUMO energy: 2.304 eV
* HOMO: -4.09 eV
* net charge: -1

natural (NBO) population analysis, charges in e, atoms 1 to 4: 0.3823 -0.3040 -0.2126 1.0351

[2]
Here is C32H23Cl5N2O5S2Sc as an isolated structure from OMol25. Energies are from ωB97M-V with the def2-TZVPD basis set.

XYZ file:
```
70
Properties=species:S:1:pos:R:3
Sc -0.7178 -0.2044 0.7102
Cl -1.3230 -2.8129 3.1337
Cl -4.0372 -4.5486 3.4217
Cl -3.6044 -0.0762 -0.8790
Cl -6.3346 -4.2142 1.3142
Cl -6.1533 -1.8412 -0.6836
S 0.5576 -2.7015 -0.9658
S -1.4108 3.1285 0.9681
O 0.6303 0.0314 2.1731
O -1.5539 1.6615 1.3447
O 1.7398 -2.7175 -1.7713
O -0.6888 -2.3845 -1.5971
O 2.7632 -0.0966 2.7275
N 0.6066 7.0685 -6.2730
N 0.6956 -1.7407 0.3150
C 4.5042 4.5332 0.4988
C -3.8755 -3.3417 2.1984
C 1.5160 4.0824 -4.4985
C 0.7535 4.4477 -0.1274
C 1.4242 -5.1270 -0.1013
C -4.8820 -2.0766 0.4214
C 1.2997 -6.3447 0.5399
C -1.8004 3.9270 2.5167
C 1.2639 2.9579 1.6802
C -0.1410 1.6947 -2.1414
C 3.0715 4.1762 0.6264
C 1.8077 -0.5181 2.0881
C -2.7413 -2.4989 2.1252
C -4.9268 -3.1931 1.3058
C 2.1187 4.7511 -0.2508
C -0.9114 -4.6822 0.2574
C 0.0723 -6.7728 1.0166
C -0.0843 -8.1753 1.5927
C -3.7412 -1.2990 0.3700
C 0.5021 4.9877 -4.7208
C 0.3286 3.5708 0.8657
C 1.3158 2.9936 -3.6384
C 1.9352 -1.6664 1.1405
C 0.3283 -4.3010 -0.2717
C 2.6028 3.2678 1.5691
C -0.9807 3.6995 -3.2923
C 0.5928 6.1288 -5.5901
C -1.0457 -5.9095 0.8931
C 0.0687 2.7794 -3.0582
C -2.6527 -1.4493 1.2247
C -0.7714 4.7744 -4.1124
C -0.3504 0.9037 -1.2250
H 4.7370 5.4875 0.9218
H -2.7064 3.4868 2.9118
H 2.5136 5.3222 -1.0755
H 2.3815 -4.8687 -0.5379
H 2.1760 2.3539 -3.3974
H -0.3580 -8.8828 0.8305
H 5.1203 3.6959 0.8976
H -1.5804 5.4751 -4.2907
H -1.7946 -4.0196 0.1667
H 2.8113 -1.4536 0.5100
H -0.9224 -8.1795 2.3117
H 0.0480 4.8194 -0.8619
H -0.9629 3.8139 3.2174
H 4.7810 4.6261 -0.5266
H 2.1616 -7.0077 0.5356
H 2.0455 -2.5645 1.7684
H -1.9965 -6.1731 1.3113
H -1.9285 3.4573 -2.8210
H 0.8059 -8.5080 2.1549
H 3.3043 2.7762 2.2590
H 2.5202 4.1306 -4.9549
H 0.9941 2.3403 2.5261
H -1.9209 5.0005 2.3027
```

Summary:
* energy above the lowest of the compared OMol25 structures with the same formula, charge and spin: 0.000 eV
* frontier orbital gap: 8.0 eV
* LUMO energy: 1.935 eV
* HOMO: -6.05 eV
* net charge: -1

natural (NBO) population analysis, charges in e, atoms 1 to 4: 1.7714 0.0152 0.0209 0.0400

[3]
Here is C32H24AuBrN6OS2 as an isolated structure from OMol25. Energies are from ωB97M-V with the def2-TZVPD basis set.

XYZ file:
```
67
Properties=species:S:1:pos:R:3
Au 1.4535 -0.5896 -0.1783
Br 4.5432 3.8458 -5.1265
S -3.3123 -5.0652 -1.3397
S -3.1338 5.4478 -2.2733
O 1.6280 -0.4919 -2.1316
N 0.0145 1.6234 -0.3172
N -2.7230 5.8466 0.2791
N -0.0895 -1.9462 -0.5094
N -6.5892 -3.0954 1.1586
N 3.2092 0.3083 0.1190
N 1.4549 -0.5822 1.8576
C -5.4116 -3.3185 -0.9152
C -2.0531 -3.8516 -1.0115
C -1.4715 2.9644 -1.6290
C -0.7388 -1.9633 -1.6828
C 0.4479 -0.7867 2.6885
C 3.6578 2.5143 -4.1454
C -2.5023 5.0921 -0.8070
C -4.8137 -4.6889 0.9518
C -1.7184 -2.8937 -1.9607
C -0.6591 1.8653 -1.4466
C 5.2661 0.1985 3.2584
C 2.9689 -0.3552 3.7329
C -5.8220 -4.0544 1.6664
C 4.0041 2.2579 -2.8468
C 3.3293 1.2640 -2.0987
C -1.6207 3.8867 -0.5974
C -6.3890 -2.7492 -0.1091
C 4.9702 0.3284 1.8838
C -0.9209 3.6364 0.5797
C -0.3850 -2.8871 0.4066
C 3.7803 1.0610 -0.7683
C 2.6994 -0.2914 2.3576
C 0.6304 -0.8205 4.0755
C 1.9695 0.7851 -4.0366
C 2.6349 1.7659 -4.7400
C 1.8862 -0.6435 4.5936
C -0.1256 2.5058 0.6705
C 4.2945 -0.1131 4.1665
C 2.2952 0.5135 -2.7068
C 3.6914 0.1185 1.4467
C -4.6010 -4.2964 -0.3610
C -1.3460 -3.8456 0.1898
H -3.3031 6.6639 0.1774
H 4.5249 -0.1826 5.2213
H -7.0425 -1.9816 -0.5072
H -0.4529 -1.2124 -2.4034
H 4.7998 2.8211 -2.3760
H -0.9500 4.2996 1.4325
H 2.0550 -0.6964 5.6619
H 0.2005 -2.8949 1.3135
H -2.3766 5.6270 1.1944
H -1.9927 3.1265 -2.5620
H 5.7614 0.5942 1.1957
H -2.2187 -2.8675 -2.9185
H -0.2236 -1.0021 4.7115
H -6.0214 -4.3376 2.6935
H 2.3630 1.9611 -5.7690
H 6.2816 0.3666 3.5885
H 4.6879 1.5771 -0.4673
H -0.5302 1.1454 -2.2474
H 1.1934 0.2045 -4.5158
H -4.2290 -5.4789 1.4034
H -0.5280 -0.9388 2.2472
H -5.3002 -3.0136 -1.9469
H 0.4335 2.3121 1.5810
H -1.5347 -4.5927 0.9478
```

Summary:
* energy above the lowest of the compared OMol25 structures with the same formula, charge and spin: 0.707 eV
* frontier orbital gap: 5.5 eV
* LUMO energy: -7.105 eV
* HOMO: -12.64 eV
* net charge: +2

natural (NBO) population analysis, charges in e, atoms 1 to 4: 1.4937 0.1455 0.3154 -0.0485

[4]
Here is C32H24BrCrN4OS6 as an isolated structure from OMol25. Energies are from ωB97M-V with the def2-TZVPD basis set.

XYZ file:
```
69
Properties=species:S:1:pos:R:3
Br 0.6610 2.9421 7.4491
Cr 0.4016 1.3169 0.2275
S 1.2124 -4.9598 -3.2181
S 0.2513 -5.3622 2.5393
S 2.7460 -2.2346 -1.7152
S 1.7276 -3.4551 0.7954
S 1.7039 2.0765 -1.4045
S 0.4842 -5.7062 -0.4155
O 0.3868 2.6804 1.4557
N -1.1966 2.3458 -0.8240
N 2.0977 0.3939 0.9319
N -0.2448 -0.3782 -0.8252
N -0.5118 0.1218 1.7292
C -0.4719 -1.7760 -2.7621
C 1.2604 -4.5830 -1.5108
C 1.8831 -3.4988 -0.9623
C 0.5247 2.8719 -2.4280
C -2.1013 -3.4322 0.1278
C -1.0788 -1.0991 1.2791
C 4.1623 -1.1100 1.3840
C 3.0068 -0.2654 1.1460
C -3.4217 3.1584 -1.1661
C 0.8913 3.4519 -3.6178
C -0.0400 4.1361 -4.4209
C 2.9397 -5.4184 -3.5021
C 0.1817 1.6642 4.9581
C -1.7549 3.6511 -2.8069
C -0.9116 -1.3306 -0.1011
C -2.4486 2.4559 -0.4171
C 0.8200 -4.9008 1.0616
C -3.0848 3.7389 -2.3468
C -0.0199 -0.6200 -2.1000
C -2.8718 1.8301 0.8761
C -0.3694 0.3429 2.9842
C -0.8300 2.9510 -2.0058
C -1.1615 -2.7161 -2.0620
C 0.1106 1.5761 3.5579
C 0.4334 2.6978 2.7688
C 0.5617 2.8348 5.5618
C 0.7991 3.8889 3.4164
C -1.7612 -2.0128 2.0441
C 0.8690 3.9565 4.7884
C -1.4092 -2.5085 -0.6824
C -2.2710 -3.1857 1.4631
C -1.3407 4.2410 -4.0234
H -0.2199 -1.9138 -3.8029
H -4.4306 3.2133 -0.7825
H -2.7823 0.7457 0.8269
H 0.2862 4.5825 -5.3508
H -0.6420 -0.4300 3.7011
H -3.9098 2.0763 1.0908
H 3.5766 -4.5654 -3.2748
H 3.9405 -1.8179 2.1798
H 1.9249 3.3822 -3.9322
H -3.8189 4.2728 -2.9382
H -1.9265 -1.8471 3.0997
H -0.0705 0.7981 5.5574
H 3.0327 -5.6787 -4.5553
H 1.1631 4.8777 5.2729
H 4.3488 -1.6514 0.4528
H 1.0368 4.7472 2.8027
H 5.0202 -0.4955 1.6509
H -2.7871 -3.9013 2.0869
H 0.5455 0.1240 -2.6408
H -2.4805 -4.3415 -0.3199
H 3.2069 -6.2778 -2.8912
H -2.2498 2.1871 1.6959
H -2.0708 4.7699 -4.6228
H -1.5086 -3.6273 -2.5336
```

Summary:
* energy above the lowest of the compared OMol25 structures with the same formula, charge and spin: 0.248 eV
* frontier orbital gap (alpha / beta): 5.7 / 5.7 eV
* expectation value of S²: 0.76
* spin multiplicity: 2
* LUMO energy (alpha / beta): -0.949 / -0.949 eV
* HOMO (alpha / beta): -6.62 / -6.62 eV
* net charge: 0

natural (NBO) population analysis, charges in e, atoms 1 to 4: 0.0591 0.8371 0.2454 -0.1313

[5]
Here is C32H24ClMnN5O4S3 as an isolated structure from OMol25. Energies are from ωB97M-V with the def2-TZVPD basis set.

XYZ file:
```
70
Properties=species:S:1:pos:R:3
Mn 0.2633 0.2543 0.2389
Cl 6.7182 -3.1755 -0.2213
S 1.9980 0.4520 -2.1699
S -0.8835 0.3559 3.6468
S 1.2919 2.6571 0.2182
O 0.3407 0.6848 4.3219
O -2.3586 2.5468 1.0998
O -1.2862 -1.0343 3.6504
O 1.8081 -0.4009 1.3550
N -1.7401 1.3499 -3.6174
N -1.0081 0.9954 2.1765
N -1.0626 0.8202 -1.2993
N -1.9703 -1.4836 0.3417
N 0.4927 -1.9400 -0.6070
C -0.4693 -3.2038 -2.4804
C 5.6183 1.9039 -1.0874
C 5.2178 -2.3564 0.2422
C -3.0283 -2.6436 -1.5021
C -1.4456 1.0393 -2.3574
C 3.9946 2.9985 0.2917
C 2.8540 -1.0137 0.9804
C -2.7536 0.5203 -4.2558
C 4.5876 1.2097 -1.6981
C 4.0391 -2.7183 -0.3337
C -1.9981 1.9359 2.0879
C -2.8770 -3.3976 -2.6984
C 1.6509 -2.4960 -0.6618
C -2.6390 1.3114 5.6917
C 2.9255 2.3225 -0.3238
C -4.1862 3.0566 5.0348
C -2.6929 2.1406 3.4272
C -1.6230 -3.6616 -3.1604
C -1.8884 -2.1839 -0.8163
C -2.1810 1.3049 4.3846
C 4.1199 -0.6770 1.5566
C 3.2341 1.3938 -1.3625
C -4.2862 -2.3155 -0.9434
C -3.7077 3.0301 3.7297
C 5.2662 -1.3212 1.1969
C -0.5718 -2.4681 -1.3250
C 2.8401 -2.0596 0.0076
C -3.1395 -1.2259 0.8487
C -3.6555 2.2041 6.0057
C -4.3523 -1.6216 0.2243
C -0.5750 1.7714 -4.4156
C 5.3174 2.8162 -0.0788
H 0.2387 1.0451 -4.3606
H -3.0925 1.0281 -5.1585
H -0.9131 1.8923 -5.4455
H 0.5069 -3.3839 -2.9113
H -0.2016 2.7184 -4.0341
H 4.1275 0.1350 2.2712
H -5.3003 -1.3634 0.6778
H -4.9749 3.7479 5.3077
H -1.4968 -4.2225 -4.0798
H -4.0967 3.6780 2.9543
H -3.5961 0.4011 -3.5769
H -2.2222 0.6445 6.4352
H -5.1888 -2.6299 -1.4589
H 6.2165 -1.0390 1.6326
H 3.7464 3.6843 1.0943
H -3.7581 -3.7524 -3.2207
H -4.0385 2.2457 7.0190
H -3.1451 -0.6867 1.7883
H 4.8105 0.4771 -2.4669
H 4.0197 -3.5027 -1.0825
H 1.7770 -3.4133 -1.2519
H -2.3711 -0.4736 -4.5156
H 6.6470 1.7255 -1.3851
H 6.1067 3.3668 0.4242
```

Summary:
* energy above the lowest of the compared OMol25 structures with the same formula, charge and spin: 1.493 eV
* frontier orbital gap (alpha / beta): 4.4 / 4.4 eV
* expectation value of S²: 8.76
* spin multiplicity: 6
* LUMO energy (alpha / beta): 4.054 / 4.053 eV
* HOMO (alpha / beta): -0.31 / -0.36 eV
* net charge: -2

natural (NBO) population analysis, charges in e, atoms 1 to 4: 1.2691 -0.0928 -0.5265 2.3058

[6]
Here is C32H24ClMnN5O4S3 as an isolated structure from OMol25. Energies are from ωB97M-V with the def2-TZVPD basis set.

XYZ file:
```
70
Properties=species:S:1:pos:R:3
Mn -0.6117 2.2167 -0.4407
Cl 0.8142 1.3916 6.8656
S -2.4434 3.7738 -1.3658
S 0.7385 3.1116 -2.3351
S 0.9632 -2.6688 1.1662
O 2.1829 -2.2229 1.8186
O 0.7333 -2.5904 -2.4692
O -0.2111 -2.6555 2.0115
O -0.5736 3.2617 1.4824
N 1.3923 1.5006 0.4220
N -1.5870 0.6345 1.0269
N 3.3631 0.6782 1.6714
N 0.7377 -1.9713 -0.2454
N -1.4791 0.4628 -1.6466
C 4.2716 -0.2140 0.9497
C 1.3268 -5.3918 -1.5759
C -1.1653 0.4656 2.2293
C -0.1954 1.0527 4.3588
C -0.3567 4.1793 -3.2092
C -3.4060 -2.6104 -0.9641
C 1.1529 -4.2553 -0.8065
C -2.1274 -0.5355 -1.0018
C 0.1214 4.7961 -4.3722
C 1.4848 -5.5032 1.2360
C -2.5325 -1.6610 -3.0922
C -2.2339 -0.4510 0.4144
C -2.6990 -1.6237 -1.6897
C 1.2326 -4.3220 0.5656
C -2.4468 5.3302 -3.5910
C -0.6481 5.6602 -5.1364
C 0.8554 -2.8364 -1.2775
C 0.2582 3.6890 3.6284
C -1.8626 -0.6556 -3.7176
C -1.3502 0.4088 -2.9463
C -1.6897 4.4523 -2.8007
C -0.5525 1.4657 3.0630
C 0.5902 3.2592 4.8824
C 1.5824 -6.5923 -0.9242
C 1.6602 -6.6481 0.4670
C 0.3648 1.9239 5.2528
C -1.9521 5.9309 -4.7378
C -0.3228 2.8211 2.6350
C 3.2125 0.5117 3.1162
C 2.3021 1.1037 1.0042
C -3.5512 -2.4821 0.3875
C -2.9773 -1.3964 1.0770
H -2.9373 -2.4997 -3.6484
H 0.4352 4.7131 3.3243
H 1.1409 4.5763 -4.6701
H -0.2320 6.1144 -6.0299
H -4.1054 -3.2249 0.9487
H -0.8162 1.2381 -3.3988
H 1.2585 -5.3209 -2.6541
H 2.8243 -0.4818 3.3505
H -1.7008 -0.6571 -4.7867
H -1.2418 -0.5245 2.6876
H -2.5806 6.6038 -5.3128
H 3.7336 -0.7872 0.1970
H 1.8583 -7.5963 0.9531
H 1.7223 -7.5004 -1.4992
H 1.0349 3.9396 5.5994
H 2.5225 1.2665 3.4895
H -3.8345 -3.4516 -1.4975
H 4.1839 0.6636 3.5889
H -0.3636 0.0189 4.6409
H 4.6932 -0.9220 1.6601
H 1.5405 -5.5338 2.3166
H -3.4622 5.5356 -3.2703
H -3.1148 -1.3194 2.1473
H 5.0754 0.3557 0.4781
```

Summary:
* energy above the lowest of the compared OMol25 structures with the same formula, charge and spin: 0.000 eV
* frontier orbital gap (alpha / beta): 4.9 / 5.0 eV
* expectation value of S²: 8.75
* spin multiplicity: 6
* LUMO energy (alpha / beta): 4.007 / 4.007 eV
* HOMO (alpha / beta): -0.90 / -1.02 eV
* net charge: -2

natural (NBO) population analysis, charges in e, atoms 1 to 4: 1.3129 -0.0775 -0.4748 -0.5060

[7]
Here is C32H24NOOsS7 as an isolated structure from OMol25. Energies are from ωB97M-V with the def2-TZVPD basis set.

XYZ file:
```
66
Properties=species:S:1:pos:R:3
Os -0.7940 -1.1623 0.4230
S 1.2440 1.0168 -3.7351
S 3.3090 2.4224 -0.7363
S -2.7214 -1.1736 -0.7952
S -1.5540 -3.0373 1.5264
S -0.6318 4.1117 -1.1711
S 1.0188 -2.8725 -0.3397
S -2.1098 0.1795 2.0822
O -0.2124 0.5958 -0.2936
N 0.7291 -0.7903 1.9104
C 2.9854 -1.0272 2.5934
C 0.8181 3.3874 0.7795
C 0.1626 1.4646 -2.4738
C -1.1679 1.5133 -4.3826
C -4.0871 1.1187 -1.3065
C 4.0945 0.0214 -1.0507
C -3.3528 2.4001 1.0388
C -1.0888 1.6865 -2.9725
C -3.2636 0.4564 -0.3969
C -1.1666 -6.7935 0.1612
C -0.6380 1.1646 2.4954
C 0.6330 0.3701 2.5643
C 4.5729 1.2810 -0.8667
C -4.1045 3.0763 0.0925
C 0.3393 2.9141 -0.4102
C 1.8632 -1.4938 1.9375
C 0.5953 1.5264 -1.0077
C 2.0949 1.2150 -0.9183
C 1.8409 -2.8342 1.2993
C -0.9577 -4.4487 0.6766
C -1.6111 -5.6685 0.8394
C 0.6063 -5.5188 -0.8341
C 1.7081 0.8743 3.2738
C -4.4905 2.4234 -1.0728
C 2.6715 -0.0049 -1.0940
C 2.9062 0.1797 3.2683
C -2.9224 1.1034 0.7873
C 0.3882 4.7096 1.0821
C -0.4095 5.2200 0.1058
C 0.1524 -4.3957 -0.1506
C 0.0268 1.1541 -4.9240
C -0.0608 -6.7233 -0.6795
H 0.2599 0.9566 -5.9604
H -0.8086 1.6441 3.4582
H -3.1087 2.8776 1.9816
H -5.1090 2.9316 -1.8024
H 2.8535 -3.2101 1.1752
H -2.0730 1.6602 -4.9584
H -1.6905 -7.7328 0.2867
H 5.6015 1.6088 -0.8085
H -0.5623 1.9339 1.7279
H -1.9322 1.9656 -2.3547
H 0.2815 -7.6023 -1.2108
H -4.4123 4.0972 0.2764
H 1.4857 2.8198 1.4152
H 1.6120 1.8141 3.8016
H -2.4741 -5.7191 1.4926
H 4.7243 -0.8532 -1.1656
H 3.7674 0.5745 3.7927
H 1.2735 -3.5260 1.9224
H 0.6853 5.2526 1.9694
H 2.0911 -0.8752 -1.3237
H -4.3888 0.5951 -2.2068
H 1.4764 -5.4439 -1.4769
H -0.8636 6.1994 0.0535
H 3.8956 -1.6105 2.5895
```

Summary:
* frontier orbital gap (alpha / beta): 5.6 / 6.0 eV
* LUMO energy (alpha / beta): -4.806 / -4.471 eV
* HOMO (alpha / beta): -10.39 / -10.51 eV
* net charge: +1

natural (NBO) population analysis, charges in e, atoms 1 to 4: 0.5861 0.4751 0.4872 0.2466